{"formula": "C3H3O2S", "method": "ωB97M-V/def2-TZVPD", "homo_energy_ev": -3.572, "e_above_lowest_ev": 0.233, "total_charge": -1, "orbital_gap_ev": 7.5, "smiles": "CC(=O)C([O-])=S", "elements": ["C", "C", "O", "C", "O", "S", "H", "H", "H"], "positions_angstrom": [[0.062012, -0.003220, -0.208923], [-0.180284, 1.396637, -0.693221], [0.269954, 1.745145, -1.765392], [-1.204279, 2.317045, 0.002277], [-0.980748, 3.421912, 0.515972], [-2.768908, 1.582450, -0.295783], [0.398291, -0.056478, 0.895998], [-1.001788, -0.596107, -0.174689], [0.778680, -0.532556, -0.943471]], "forces_ev_per_a": [[-1.2, -2.6, 1.0], [-0.4, 0.4, -0.4], [0.4, 0.2, 0.0], [-1.2, 0.7, 0.3], [0.4, -1.6, -0.6], [0.6, 0.4, 0.3], [-0.2, 0.2, -1.8], [2.6, 1.6, -0.3], [-1.0, 0.8, 1.4]], "nbo_charge": [-0.735, 0.477, -0.578, 0.290, -0.636, -0.521, 0.218, 0.269, 0.216]}